A molecular structure, C5H11NO2, computed with ωB97M-V with the def2-TZVPD basis set.

The net charge is 0. The energy above the lowest of the compared OMol25 structures with the same formula, charge and spin comes out at 432.1 kJ/mol.

Geometry as XYZ:
```
19
Properties=species:S:1:pos:R:3:lowdin_charge:R:1
C -1.34926 0.03975 1.17081 -0.21
C -1.31661 0.87235 -0.47935 -0.31
O -2.05934 -1.15130 0.97298 -0.11
O -0.46511 1.86582 -0.63444 -0.20
H 0.65012 1.60906 -0.11826 0.08
H -2.84526 -0.96251 0.44199 0.08
H -0.49829 -0.21316 1.79538 0.07
H -1.91362 0.79066 1.73529 0.09
H -1.15303 -0.00845 -1.11937 0.07
H -2.36642 1.20154 -0.47871 0.09
C 1.62378 -0.27364 0.58782 -0.17
C 1.30255 -1.18287 -0.48982 -0.15
C 1.23935 -0.83221 -1.77767 0.07
N 1.67629 1.01801 0.44077 0.11
H 1.99684 1.54067 1.24763 0.10
H 1.86537 -0.72464 1.54759 0.12
H 1.15953 -2.21136 -0.19713 0.10
H 1.00368 -1.55649 -2.54290 0.07
H 1.44943 0.17875 -2.10262 0.08
```

C4H6N2 in the gas phase, computed with ωB97M-V with the def2-TZVPD basis set.

The net charge is 0. The energy above the lowest of the compared OMol25 structures with the same formula, charge and spin comes out at 239.5 kJ/mol.

Geometry as XYZ:
```
12
Properties=species:S:1:pos:R:3:lowdin_charge:R:1
C -0.63794 0.12649 -1.19974 -0.08
C 0.02592 -0.46809 -0.02793 -0.44
C -0.62191 0.06664 1.18850 -0.18
N 0.16924 0.66447 1.97728 0.04
N 1.48531 0.64838 1.33236 0.04
C 1.40405 -0.09491 0.25101 -0.13
H -0.93418 1.14856 -0.88310 0.09
H -1.55130 -0.57750 -1.57989 0.14
H 0.12900 0.12846 -2.03290 0.09
H -0.05376 -1.52291 0.04984 0.14
H -1.72986 0.04121 1.35305 0.14
H 2.31542 -0.16080 -0.42847 0.14
```

A molecular structure, C66H121Cl4N22, computed with ωB97M-V with the def2-TZVPD basis set.

The net charge is +7.

Geometry as XYZ:
```
213
Properties=species:S:1:pos:R:3:lowdin_charge:R:1
C 3.50146 8.87656 8.11423 0.05
C 4.33048 9.83461 8.55839 -0.15
N 15.53755 12.46650 -8.45780 -0.01
C 14.34150 12.10389 -8.59175 -0.16
C 12.90615 12.33840 -9.25044 -0.03
N 12.50822 12.47221 -10.41491 0.05
C 16.52149 12.65032 -7.64585 0.21
C 12.49778 12.64435 -11.76508 0.20
H 2.40076 12.30670 11.18841 -0.10
H 4.20802 10.87525 8.23467 0.04
H 2.42824 9.03720 7.67972 0.06
H 5.44683 9.80790 8.92665 0.10
H 0.67148 0.48139 10.28303 -0.12
H 14.17116 11.08042 -8.43611 0.09
H 12.31110 11.71664 -8.49955 0.15
H 17.42850 12.98408 -6.93634 0.16
H 12.15870 13.77599 -12.00817 0.17
H 12.87014 11.84287 -12.47239 0.13
H 16.87537 14.67345 -11.20810 -0.18
C -9.35568 -9.94083 6.66634 -0.07
C -9.13509 -11.27275 7.31974 -0.17
N -7.78203 -11.85598 7.13861 -0.03
C -6.88652 -11.99724 6.13450 -0.01
C -5.79843 -12.53322 6.64253 -0.04
N -5.97528 -12.71439 7.94558 -0.08
C -7.24614 -12.32752 8.27352 0.02
C -5.12995 -13.44738 8.89629 0.03
H -10.47507 -9.91941 6.88758 0.12
H -9.31576 -10.01655 5.56565 0.09
H -8.78099 -9.16857 7.02698 0.05
H -9.85718 -11.99676 6.85229 0.15
H -9.28401 -11.15018 8.40544 0.13
H -6.97145 -11.62551 5.15818 0.13
H -4.88134 -12.75391 6.12462 0.15
H -7.80382 -12.64263 9.15713 0.18
H -4.09946 -13.63842 8.50329 0.12
H -5.73039 -14.29415 9.25837 0.11
H -5.01951 -12.81925 9.80827 0.11
C -1.25236 13.09987 6.99831 -0.03
C -2.65305 12.39168 7.11693 -0.10
N -3.70517 13.41776 7.50479 -0.04
C -3.67205 14.22053 8.62943 -0.01
C -4.78566 14.95903 8.63904 0.02
N -5.51933 14.60933 7.49642 -0.10
C -4.81598 13.64566 6.83402 0.01
C -6.69229 15.28473 7.08339 -0.01
H -1.18914 13.92094 7.73308 0.08
H -1.13433 13.43288 5.98557 0.07
H -0.47063 12.42642 7.25906 0.06
H -2.74908 11.48722 7.74274 0.13
H -2.95743 12.07992 6.12554 0.11
H -2.92507 14.24457 9.39049 0.14
H -5.22880 15.68335 9.33105 0.16
H -5.10628 13.28466 5.88948 0.16
H -6.36384 16.08277 6.31074 0.15
H -7.08480 15.80801 7.92283 0.08
H -7.51475 14.58382 6.77164 0.13
C 15.48113 -11.90470 3.04599 -0.03
C 14.33186 -11.15496 2.33190 -0.10
N 13.72837 -9.75997 2.67128 -0.04
C 14.31122 -8.45014 2.57270 -0.40
C 13.53412 -7.82041 3.55855 -0.32
N 12.35711 -8.36840 3.74785 -0.11
C 12.57540 -9.61460 3.30140 -0.11
C 11.43729 -7.78617 4.77211 0.05
H 15.56299 -12.74410 2.35175 0.09
H 15.21601 -12.25220 4.02740 0.07
H 16.39513 -11.33239 3.09580 0.08
H 13.39842 -11.61581 2.20570 0.10
H 14.64442 -10.88227 1.40394 0.09
H 15.47566 -8.32800 2.44776 0.18
H 13.85504 -7.02603 4.22896 0.14
H 11.88837 -10.37353 3.62109 0.15
H 11.91107 -7.74723 5.74281 0.10
H 10.66406 -8.52974 4.79298 0.09
H 11.04115 -6.84882 4.36563 0.11
C -0.55625 -0.82191 7.58917 -0.13
C 0.70234 -0.33155 6.94994 -0.23
N 1.87409 -1.29953 7.09546 -0.15
C 3.09046 -0.92424 7.27197 -0.12
C 3.94767 -2.09975 7.17091 -0.09
N 3.10005 -3.13502 7.01949 -0.21
C 1.76358 -2.71997 6.84423 -0.73
C 3.51250 -4.57316 6.84976 -0.03
H -0.68103 -1.73258 6.98749 0.04
H -1.37825 -0.18419 7.18390 0.09
H -0.55357 -0.94585 8.68327 0.03
H 1.02802 0.59998 7.32128 0.07
H 0.63479 -0.19181 5.83542 0.10
H 3.46293 0.08222 7.36435 0.11
H 5.06849 -2.08309 7.15786 0.12
H 1.01830 -3.21232 7.47934 0.12
H 4.61704 -4.48680 6.99847 0.09
H 3.33848 -4.97744 5.83273 0.07
H 3.03778 -5.22877 7.65268 0.11
C -10.20047 4.96817 -5.05511 -0.09
C -9.30107 4.05938 -4.18862 -0.05
N -7.90554 4.89593 -3.75759 -0.23
C -8.08227 6.15286 -3.69753 -0.17
C -7.19168 6.75827 -2.61792 -0.11
N -6.57698 5.79394 -2.02929 -0.27
C -7.16083 4.52525 -2.70788 -0.76
C -5.70852 5.79080 -0.84856 -0.06
H -10.86481 5.58271 -4.54075 0.06
H -10.78862 4.29296 -5.71387 0.09
H -9.71166 5.58237 -5.76358 0.06
H -8.84285 3.23785 -4.69100 0.09
H -9.61619 3.74458 -3.21673 0.09
H -8.80443 6.66564 -4.35751 0.10
H -7.08922 7.82420 -2.28476 0.12
H -7.53105 3.90715 -1.91038 0.11
H -4.96481 6.60392 -0.99000 0.09
H -5.27495 4.72235 -0.89422 0.08
H -6.43900 5.94545 -0.01862 0.09
C -1.71387 -5.77225 -9.69057 -0.09
C -2.68940 -5.87620 -10.86055 -0.20
N -3.65137 -6.97241 -10.60765 -0.14
C -3.58000 -8.27731 -10.39681 -0.13
C -4.79654 -8.77920 -9.94315 -0.11
N -5.62785 -7.74517 -10.00337 -0.21
C -5.01489 -6.50935 -10.32226 -0.65
C -7.12178 -7.72096 -9.73926 -0.03
H -1.20896 -6.70631 -9.45827 0.07
H -2.32485 -5.52188 -8.78735 0.08
H -1.04415 -4.90022 -9.70029 0.07
H -2.17386 -6.26571 -11.72223 0.12
H -3.34682 -5.04600 -11.02445 0.07
H -2.73844 -8.90008 -10.56580 0.10
H -5.17742 -9.80940 -9.81494 0.12
H -5.08663 -5.73816 -9.58023 0.09
H -7.22551 -8.10298 -8.74246 0.06
H -7.53902 -8.42254 -10.52286 0.11
H -7.50402 -6.66510 -9.76774 0.08
C -12.96649 -5.44153 0.12468 -0.06
C -14.49093 -5.66213 -0.00935 -0.10
N -15.08990 -5.38270 -1.38629 -0.03
C -16.22030 -6.06211 -1.81808 0.01
C -16.49538 -5.56912 -3.03261 -0.01
N -15.58301 -4.60054 -3.31229 -0.08
C -14.77587 -4.44423 -2.24747 -0.01
C -15.43139 -3.99955 -4.62041 0.02
H -12.41319 -5.84388 -0.71942 0.08
H -12.57973 -5.81468 1.05517 0.08
H -12.73032 -4.36067 0.09356 0.08
H -14.97212 -4.98273 0.60504 0.10
H -14.82363 -6.67615 0.22667 0.13
H -16.67793 -6.88284 -1.24507 0.16
H -17.27111 -5.89752 -3.71120 0.15
H -14.07771 -3.67845 -2.01745 0.16
H -14.55634 -4.34364 -5.16076 0.11
H -15.39631 -2.90352 -4.56563 0.11
H -16.28380 -4.22317 -5.23169 0.10
C 3.45587 1.31214 -8.82659 -0.06
C 2.72608 2.61247 -8.53670 -0.15
N 1.78516 2.97008 -9.62038 -0.03
C 1.83881 2.48304 -10.93744 0.03
C 0.88014 3.11394 -11.66369 0.05
N 0.27968 4.00219 -10.73196 -0.07
C 0.85868 3.90432 -9.54547 -0.03
C -0.87976 4.92322 -11.04880 0.04
H 2.79197 0.56618 -9.15996 0.07
H 4.08666 1.04428 -7.92423 0.12
H 4.17021 1.44638 -9.62586 0.08
H 3.42029 3.40868 -8.43541 0.12
H 2.14385 2.53787 -7.67155 0.11
H 2.47628 1.71884 -11.16835 0.10
H 0.53165 2.96288 -12.64770 0.13
H 0.64009 4.46952 -8.64302 0.18
H -1.76842 4.30125 -11.28072 0.11
H -0.70555 5.52006 -12.00070 0.13
H -1.05589 5.51812 -10.15887 0.09
C -2.20262 1.23666 -0.93760 -0.08
C -2.87237 1.26860 0.40039 -0.16
N -2.53113 0.12596 1.23969 -0.02
C -1.27424 -0.12629 1.81505 0.01
C -1.34836 -1.21506 2.54741 0.02
N -2.67235 -1.71134 2.40868 -0.05
C -3.32515 -0.81189 1.67405 -0.02
C -3.06222 -3.01536 2.94270 0.02
H -2.43421 0.47672 -1.69291 0.08
H -1.09190 1.10000 -1.07275 0.10
H -2.46961 2.20032 -1.44827 0.10
H -3.96776 1.27035 0.29223 0.14
H -2.69589 2.13046 0.89455 0.09
H -0.44854 0.54660 1.67318 0.15
H -0.58900 -1.72282 3.09692 0.11
H -4.33367 -0.80511 1.43621 0.15
H -4.11475 -3.21985 2.66380 0.11
H -2.92769 -3.14074 4.03390 0.11
H -2.42905 -3.78490 2.47034 0.11
C 12.52976 0.56231 2.35423 -0.06
C 13.89254 1.34523 2.26648 -0.08
N 13.57059 2.79545 1.74528 -0.02
C 12.76457 3.17921 0.68355 -0.01
C 12.94573 4.48713 0.58469 -0.03
N 13.96851 4.83778 1.41900 -0.08
C 14.26604 3.81411 2.18043 -0.05
C 14.65406 6.18361 1.40578 0.06
H 12.62331 -0.46861 2.58607 0.07
H 11.91489 0.70721 1.45514 0.07
H 11.93663 1.08376 3.10987 0.08
H 14.69612 0.88684 1.54933 0.16
H 14.21434 1.46399 3.28889 0.11
H 12.17469 2.67195 -0.03143 0.13
H 12.35086 5.07882 -0.09103 0.15
H 14.94153 3.83653 3.05259 0.19
H 15.49317 6.19918 0.71261 0.10
H 15.03584 6.28806 2.44820 0.11
H 13.87443 6.96188 1.31241 0.11
Cl -5.81163 3.95378 -3.49771 0.75
Cl 13.41045 -7.14629 1.29738 0.35
Cl -5.72432 -5.68365 -11.76743 0.58
Cl 1.24543 -2.92141 5.23082 0.67
```

C3H6F2O4 in the gas phase, computed with ωB97M-V with the def2-TZVPD basis set.

The net charge is 0. The energy above the lowest of the compared OMol25 structures with the same formula, charge and spin comes out at 6.2 kJ/mol.

Geometry as XYZ:
```
15
Properties=species:S:1:pos:R:3:lowdin_charge:R:1
O -0.62374 -0.81448 2.29514 0.03
C -0.15975 0.41375 1.98318 -0.26
O 0.45746 0.71450 0.71031 -0.10
O -0.35621 0.80084 -0.46697 0.02
C 0.43089 -0.05300 -1.38210 -0.65
O 1.63150 0.50321 -1.43048 0.13
F 0.39873 -1.27852 -0.87718 0.14
C -0.26040 -0.05156 -2.67555 -0.11
F -0.09779 1.06507 -3.43824 0.00
H 0.01693 -1.51555 2.25387 0.10
H 0.66893 0.61562 2.60344 0.12
H -0.95148 1.04020 2.31734 0.13
H 1.96433 0.65731 -0.52295 0.14
H -1.29793 -0.28975 -2.63004 0.14
H 0.34030 -0.74624 -3.31308 0.16
```

How do the records compare in Kohn-Sham gap? In the order shown, they have 7.31; 10.80; 0.50; 11.25 eV.